Entry 1:
{
  "formula": "C34H98O15",
  "method": "ωB97M-V/def2-TZVPD",
  "symbols": ["C", "O", "H", "H", "H", "H", "C", "C", "C", "O", "H", "H", "H", "H", "H", "H", "H", "H", "C", "C", "C", "O", "H", "H", "H", "H", "H", "H", "H", "H", "C", "C", "C", "O", "H", "H", "H", "H", "H", "H", "H", "H", "C", "C", "C", "O", "H", "H", "H", "H", "H", "H", "H", "H", "C", "C", "C", "O", "H", "H", "H", "H", "H", "H", "H", "H", "C", "C", "C", "O", "H", "H", "H", "H", "H", "H", "H", "H", "C", "C", "C", "O", "H", "H", "H", "H", "H", "H", "H", "H", "C", "C", "C", "O", "H", "H", "H", "H", "H", "H", "H", "H", "C", "C", "C", "O", "H", "H", "H", "H", "H", "H", "H", "H", "C", "C", "C", "O", "H", "H", "H", "H", "H", "H", "H", "H", "C", "C", "C", "O", "H", "H", "H", "H", "H", "H", "H", "H", "O", "H", "H", "O", "H", "H", "O", "H", "H"],
  "coordinates": [[-3.708, 1.176, 0.929], [-4.885, 0.641, 1.316], [-3.255, 1.658, 1.795], [-3.099, 0.285, 0.777], [-3.728, 1.864, 0.084], [-4.718, -0.280, 1.530], [1.445, -4.558, -3.381], [0.079, -4.338, -4.002], [-0.778, -5.577, -4.131], [-0.652, -3.310, -3.410], [1.995, -5.303, -3.956], [1.235, -4.889, -2.364], [1.916, -3.576, -3.423], [0.309, -4.105, -5.042], [-0.245, -6.376, -4.646], [-1.679, -5.264, -4.660], [-1.058, -6.005, -3.169], [-0.247, -2.494, -3.712], [-2.326, 0.051, -5.834], [-2.831, -0.273, -4.419], [-3.459, -1.726, -4.332], [-1.770, -0.229, -3.501], [-3.000, -0.268, -6.629], [-1.359, -0.422, -6.001], [-2.226, 1.124, -5.999], [-3.595, 0.412, -4.049], [-3.808, -1.919, -3.318], [-2.687, -2.456, -4.575], [-4.210, -1.961, -5.086], [-1.070, -0.566, -4.065], [0.947, -1.206, -0.847], [0.651, -0.390, 0.405], [0.590, 1.122, 0.114], [-0.603, -0.807, 0.911], [0.333, -0.822, -1.662], [0.705, -2.261, -0.719], [1.994, -1.179, -1.148], [1.377, -0.465, 1.214], [1.474, 1.419, -0.450], [0.338, 1.586, 1.068], [-0.320, 1.313, -0.454], [-0.768, -0.224, 1.656], [-3.393, 6.608, 0.728], [-3.409, 5.121, 0.300], [-2.128, 4.606, -0.359], [-3.561, 4.351, 1.464], [-3.169, 7.170, -0.179], [-2.547, 6.903, 1.348], [-4.281, 6.892, 1.293], [-4.242, 4.834, -0.342], [-1.894, 3.545, -0.271], [-1.192, 5.082, -0.065], [-2.241, 4.861, -1.413], [-4.465, 4.529, 1.734], [-0.386, 0.681, 5.644], [-1.326, 0.131, 4.522], [-2.832, 0.576, 4.639], [-0.793, 0.689, 3.349], [-0.548, 0.284, 6.646], [-0.572, 1.753, 5.714], [0.675, 0.625, 5.402], [-1.272, -0.954, 4.609], [-3.496, 0.082, 3.930], [-2.968, 1.649, 4.506], [-3.394, 0.256, 5.517], [-0.745, 1.645, 3.421], [4.455, 1.832, 1.793], [5.494, 0.883, 1.145], [4.696, -0.269, 0.454], [6.308, 1.631, 0.229], [4.993, 2.659, 2.257], [3.798, 1.343, 2.513], [3.901, 2.283, 0.970], [6.170, 0.534, 1.926], [5.426, -0.828, -0.130], [3.863, 0.096, -0.147], [4.246, -0.931, 1.194], [6.811, 2.235, 0.780], [4.609, -3.332, -2.511], [5.338, -3.010, -3.814], [4.392, -2.919, -5.037], [6.081, -1.843, -3.540], [4.151, -4.311, -2.657], [3.757, -2.681, -2.314], [5.292, -3.397, -1.664], [6.174, -3.659, -4.074], [3.996, -3.924, -5.182], [4.962, -2.711, -5.943], [3.582, -2.199, -4.922], [6.559, -1.670, -4.354], [2.363, -2.264, 6.284], [1.833, -2.216, 4.863], [2.850, -1.561, 3.929], [1.656, -3.513, 4.418], [2.336, -1.285, 6.762], [3.364, -2.682, 6.394], [1.761, -2.933, 6.900], [0.852, -1.764, 4.716], [2.736, -0.481, 3.840], [2.659, -1.933, 2.923], [3.846, -1.851, 4.264], [1.014, -3.500, 3.705], [0.049, 5.480, 3.102], [0.100, 3.982, 2.744], [1.400, 3.260, 3.335], [-1.100, 3.396, 3.215], [-0.937, 5.849, 2.820], [0.785, 6.039, 2.523], [0.222, 5.679, 4.160], [0.171, 4.012, 1.657], [1.568, 2.241, 2.988], [1.231, 3.300, 4.411], [2.330, 3.827, 3.306], [-1.811, 3.705, 2.649], [-3.498, -3.067, 3.827], [-3.651, -2.914, 2.286], [-4.003, -4.147, 1.520], [-4.681, -1.935, 2.110], [-3.671, -2.148, 4.387], [-2.460, -3.202, 4.130], [-4.146, -3.864, 4.192], [-2.762, -2.434, 1.877], [-3.215, -4.836, 1.823], [-4.067, -3.926, 0.454], [-4.930, -4.627, 1.834], [-5.452, -2.453, 1.865], [-0.324, 4.640, -3.281], [0.189, 3.167, -3.554], [-0.196, 2.710, -4.969], [1.561, 3.161, -3.381], [-1.353, 4.774, -3.616], [0.269, 5.359, -3.846], [-0.175, 5.097, -2.303], [-0.310, 2.457, -2.895], [-1.256, 2.917, -5.111], [-0.010, 1.669, -5.232], [0.336, 3.264, -5.743], [1.773, 3.746, -2.650], [0.395, -3.024, 2.123], [0.097, -2.258, 1.633], [-0.066, -3.760, 1.721], [0.702, -1.147, -4.537], [1.231, -0.475, -4.107], [0.965, -1.107, -5.456], [-2.419, -1.536, -0.960], [-2.421, -0.921, -1.693], [-1.908, -1.097, -0.279]],
  "homo_lumo_gap_ev": [1.82, 8.87],
  "spin_multiplicity": 2,
  "charge": -1
}

Entry 2:
{
  "formula": "C17H17N3O2S",
  "method": "ωB97M-V/def2-TZVPD",
  "symbols": ["O", "C", "C", "C", "N", "C", "C", "C", "O", "C", "C", "C", "C", "C", "C", "C", "N", "C", "S", "C", "C", "C", "N", "H", "H", "H", "H", "H", "H", "H", "H", "H", "H", "H", "H", "H", "H", "H", "H", "H"],
  "coordinates": [[0.273, -4.465, 2.097], [-0.101, -3.368, 1.667], [0.774, -2.510, 0.921], [0.364, -1.283, 0.512], [1.321, -0.578, -0.273], [2.095, -1.100, -1.424], [1.082, -1.026, -2.635], [1.500, 0.063, -3.536], [2.873, -0.139, -4.037], [3.877, -0.514, -3.075], [3.426, -0.353, -1.597], [-0.983, -0.794, 0.769], [-1.225, 0.625, 1.139], [-2.209, 1.131, 1.854], [-2.537, 2.600, 1.914], [-3.213, 3.391, 2.769], [-3.313, 4.823, 2.639], [-2.619, 5.115, 1.617], [-1.824, 3.757, 0.786], [-3.118, 0.197, 2.546], [-2.831, -1.179, 2.540], [-1.697, -1.733, 1.762], [-1.321, -2.972, 2.015], [1.685, -2.964, 0.658], [1.386, 0.405, -0.169], [2.299, -2.119, -1.192], [1.049, -1.934, -3.348], [0.113, -0.920, -2.223], [0.722, 0.137, -4.368], [1.542, 0.979, -2.927], [4.817, -0.021, -3.350], [4.244, -1.573, -3.173], [4.172, -0.635, -0.865], [3.316, 0.700, -1.386], [-1.534, -0.910, -0.171], [-0.616, 1.372, 0.719], [-3.650, 2.827, 3.535], [-2.513, 6.227, 1.196], [-4.048, 0.458, 3.035], [-3.575, -1.718, 3.060]],
  "homo_lumo_gap_ev": 7.60,
  "de_lowest_kcal_mol": 145.3,
  "smiles": "O=C1C=C(NC2CCOCC2)[C@@H]2C=C(c3cncs3)C=CC2=N1"
}